Entry 1:
ORCA calculation (wB97M-V/def2-TZVPD) on 6 unconnected molecules or ions with the total composition C27H47N7O7 at a distorted geometry.

Values from the calculation:
LUMO energy, eV: 0.440
Total energy, eV: -53527.4427
Energy above the lowest of the compared OMol25 structures with the same formula, charge and spin, eV: 0.0000
Largest force on an atom, eV/Å: 1.1
SMILES: [H]/N=C/Cc1cc2c(cc1CC)C(=O)NC2=O.CNC(C)=O.CNC(C)=O.CNC(C)=O.CNC(C)=O.CNC(C)=O
HOMO energy, eV: -8.7462

Structure (ORCA input):
```
! wB97M-V def2-TZVPD RIJCOSX def2/J DEFGRID3
* xyz 0 1
C 1.59321 -4.33157 3.04566
C 1.84155 -2.80374 3.05835
C 0.65032 -2.01214 2.58465
C -0.55537 -2.20208 3.26716
C -1.67298 -1.50819 2.84712
C -1.60266 -0.64058 1.77048
C -0.41952 -0.40736 1.09704
C 0.71381 -1.09935 1.50822
C 2.00991 -0.84439 0.77988
C 3.03845 -0.15642 1.63603
N 2.71197 0.64986 2.55486
C -2.94535 -0.08915 1.51348
O -3.27599 0.66965 0.64089
N -3.82359 -0.61668 2.51156
C -3.06954 -1.52113 3.34092
O -3.54527 -2.14341 4.25261
H 2.44219 -4.86073 2.62127
H 1.41961 -4.68857 4.06175
H 0.69876 -4.57498 2.47349
H 2.70989 -2.61140 2.43171
H 2.07939 -2.49309 4.07639
H -0.61732 -2.88620 4.10385
H -0.39886 0.31267 0.28910
H 1.81040 -0.20665 -0.08392
H 2.41416 -1.79930 0.43783
H 4.09002 -0.38448 1.43424
H 3.54170 1.02055 3.01372
H -4.63277 -1.08015 2.11391
C 5.31971 -4.07357 -0.22666
C 3.87939 -4.07642 -0.66948
O 2.95011 -3.93436 0.11521
N 3.63925 -4.24772 -1.99348
C 4.60522 -4.45118 -3.05535
H 5.34240 -3.93337 0.85077
H 5.81313 -5.01439 -0.48389
H 5.86519 -3.25608 -0.70250
H 2.66037 -4.23206 -2.23274
H 4.52976 -3.65649 -3.79987
H 4.43192 -5.40661 -3.55259
H 5.61164 -4.45760 -2.65101
C -1.87111 2.50809 -2.35087
C -1.45124 1.05982 -2.32474
O -0.44241 0.69036 -1.73774
N -2.24366 0.16020 -2.96015
C -3.47429 0.41132 -3.68158
H -1.13692 3.08255 -1.79561
H -1.91486 2.88226 -3.37488
H -2.84494 2.64741 -1.87934
H -1.91088 -0.78868 -2.89617
H -4.30288 -0.13564 -3.22867
H -3.38199 0.09563 -4.72264
H -3.71103 1.46950 -3.66074
C -4.60236 3.51679 0.86439
C -4.51589 4.44953 -0.31967
O -4.54533 4.04063 -1.47356
N -4.40812 5.77899 -0.06437
C -4.37411 6.45953 1.21746
H -4.68011 2.50163 0.49593
H -3.70824 3.59298 1.48366
H -5.47670 3.74636 1.47601
H -4.34543 6.35144 -0.89282
H -5.20784 7.15930 1.26792
H -3.44785 7.02511 1.32477
H -4.44789 5.75252 2.03721
C 9.39432 -5.28156 -0.36916
C 8.42802 -6.42462 -0.16204
O 7.35150 -6.47077 -0.73931
N 8.79419 -7.40742 0.69647
C 10.01845 -7.51984 1.46523
H 8.95182 -4.58858 -1.07776
H 9.58478 -4.75747 0.56793
H 10.34266 -5.64004 -0.77024
H 8.10535 -8.13746 0.79017
H 10.55456 -8.43221 1.20027
H 9.79864 -7.54857 2.53332
H 10.66584 -6.67188 1.27028
C -7.58302 9.73915 -1.94967
C -6.86588 8.61684 -1.23610
O -5.98414 8.83113 -0.41810
N -7.23117 7.34442 -1.53930
C -8.24131 6.89801 -2.47790
H -7.17198 10.67925 -1.59610
H -7.43768 9.67067 -3.02814
H -8.65226 9.71623 -1.73714
H -6.71166 6.64025 -1.03511
H -9.00683 6.31182 -1.96725
H -7.79349 6.27474 -3.25314
H -8.71882 7.74912 -2.95166
*
```

Mulliken atomic charge list, values in e, 4 entries: number 1, C, carries -1.4358; number 2, C, carries -0.3629; number 3, C, carries 1.6511; number 4, C, carries -0.8752



Entry 2:
ORCA calculation (wB97M-V/def2-TZVPD) on a molecular structure, C27H48FeOP2 at a distorted geometry.

Values from the calculation:
LUMO energy (spin up / spin down), eV: 0.514 / -1.489
Total energy, eV: -83779.6246
Energy above the lowest of the compared OMol25 structures with the same formula, charge and spin, eV: 5.9388
Largest force on an atom, eV/Å: 2.6
⟨S²⟩: 6.25
HOMO energy (spin up / spin down), eV: -5.9629 / -6.2628

Structure (ORCA input):
```
! wB97M-V def2-TZVPD RIJCOSX def2/J DEFGRID3
* xyz 0 5
P -0.22173 -2.05245 -5.05408
P -0.46822 1.54565 -5.34946
C -0.80489 -1.01970 -6.45495
C -0.03536 0.30503 -6.61992
H -1.88713 -0.87755 -6.29025
H -0.63838 -1.59875 -7.37387
H 1.07014 0.18128 -6.49720
H -0.28734 0.82226 -7.57455
C -1.96058 2.42284 -5.88249
H -2.30557 3.12501 -5.10868
H -2.76133 1.71281 -6.12112
H -1.67327 2.99278 -6.77354
C 0.76449 2.90540 -5.59250
H 0.39991 3.51394 -6.43390
H 1.75652 2.49131 -5.82554
H 0.83782 3.55632 -4.70443
C -1.50709 -3.45600 -5.16284
H -1.54816 -4.14611 -4.27890
H -0.99143 -4.01012 -5.94742
H -2.54480 -3.21185 -5.41728
C 1.36332 -2.63420 -5.68019
H 2.07528 -1.81020 -5.81499
H 1.18481 -3.14869 -6.63377
H 1.80649 -3.34145 -4.96938
Fe -1.38077 -2.49009 -3.42159
C 1.06294 1.57749 -0.87854
C -0.18414 1.86946 -1.27976
C -0.85220 1.62694 -2.58859
C -0.82003 0.11522 -2.92263
C 0.51115 -0.54424 -3.38488
C 1.69809 0.01396 -3.86461
C 2.21222 1.21681 -3.20669
C 2.24155 1.10916 -1.64198
C -1.08304 -2.64092 -1.46270
H 1.29079 1.57423 0.25801
H -0.84939 2.35551 -0.56620
H -0.41038 2.26201 -3.39947
H -1.90378 1.96047 -2.46642
H -1.25213 -0.39342 -2.02560
H -1.62198 -0.06618 -3.66644
H 0.60557 -1.56824 -2.87769
H 2.38261 -0.76300 -4.27902
H 1.64193 2.11769 -3.51085
H 3.22247 1.38036 -3.58060
H 2.56544 0.09016 -1.33986
H 3.09165 1.72475 -1.35020
H -0.42184 -2.02296 -0.77434
H -0.79740 -3.71206 -1.49890
H -2.14799 -2.54587 -1.21072
C -1.63825 4.49630 1.27141
C -0.24243 3.94259 1.56613
C 0.79103 5.06494 1.52778
C -0.21929 3.15251 2.86076
C -0.05711 3.78055 4.07989
C -0.05556 3.04846 5.26678
C -0.15424 1.65438 5.24027
C -0.32209 0.96591 4.05547
C -0.44398 -0.54839 4.01696
C 0.54238 -1.24111 4.95930
C -1.87803 -0.98639 4.32612
C -0.54592 1.72277 2.82520
O -1.04480 1.18502 1.80050
H -1.92513 5.22218 2.04291
H -2.36826 3.68079 1.27256
H -1.67004 4.99207 0.29292
H 0.02318 3.25098 0.76072
H 0.54248 5.85579 2.24289
H 1.78677 4.67787 1.76904
H 0.83799 5.51241 0.52817
H 0.06048 4.86636 4.10024
H 0.05312 3.56714 6.21795
H -0.11205 1.08892 6.16824
H -0.21603 -0.85761 2.98789
H 0.30683 -1.02600 6.00927
H 0.49639 -2.32520 4.81270
H 1.56560 -0.90931 4.75009
H -2.57021 -0.51305 3.62200
H -1.97409 -2.07375 4.23533
H -2.15816 -0.69305 5.34694
*
```

Mulliken atomic charge list, values in e, 4 entries: number 1, P, carries 1.7307; number 2, P, carries 1.2992; number 3, C, carries -1.0587; number 4, C, carries -0.9202